132
Properties=species:S:1:pos:R:3:forces:R:3:lowdin_charge:R:1 method="wB97M-V/def2-TZVPD" homo_lumo_gap_ha="0.2318 / 0.2108" energy_ev=-76130.0559 homo_ev="-10.6 / -10.6" multiplicity=3 s2=2.009 e_lumo_ev="-4.3 / -4.9" total_charge=+1 relative_energy_kcal_mol=0.0
Pt -4.024426 -0.685876 -1.948897 2.66 -0.18 -0.39 1.13
C -0.897392 1.154179 -0.014325 0.60 0.00 -0.77 -0.04
C -0.962716 -0.271338 -0.551249 0.76 0.55 -0.34 -0.53
C -0.220243 -1.231883 0.382613 -0.24 -0.31 0.37 -0.04
O -2.232713 -0.747729 -0.846874 -1.62 -0.84 0.36 -0.31
H -1.152430 1.844820 -0.821887 -0.30 0.07 0.20 0.06
H 0.156904 1.357384 0.185069 -0.08 0.11 0.23 0.06
H -1.456538 1.359155 0.890785 -0.30 -0.13 -0.05 0.05
H -0.340024 -0.291559 -1.462971 -0.26 0.19 -0.11 0.11
H 0.125355 -2.138398 -0.121782 -0.22 0.00 -0.06 0.07
H -0.828268 -1.513417 1.249118 -0.04 0.02 -0.11 0.09
H 0.666525 -0.726614 0.768553 0.04 0.05 -0.03 0.06
C 1.755163 -4.080396 -2.259669 0.85 0.15 0.32 -0.33
O 0.827106 -4.345516 -2.986731 -1.11 -0.43 -0.29 0.00
N 2.315556 -2.860078 -2.179321 0.16 0.71 -0.09 -0.17
C 1.846312 -1.776133 -2.990352 -0.43 0.69 -1.04 -0.05
C 3.534364 -2.614744 -1.469447 0.83 -0.79 0.44 -0.06
H 2.255544 -4.803074 -1.599367 -0.04 -0.12 -0.01 0.12
H 2.613559 -1.364731 -3.654955 0.26 -0.30 0.12 0.10
H 1.483762 -0.896719 -2.445144 0.04 -0.29 0.40 0.07
H 1.048005 -2.118163 -3.647056 -0.06 -0.12 0.16 0.09
H 3.437568 -1.744211 -0.821612 0.03 0.02 0.06 0.06
H 3.811722 -3.505060 -0.893183 -0.29 0.17 0.24 0.08
H 4.405787 -2.482825 -2.121268 -0.28 0.32 -0.27 0.10
C -4.526619 2.474221 2.915974 0.38 -0.39 0.46 -0.34
O -4.766433 3.437161 3.600166 -0.14 0.11 -0.18 0.04
N -4.043869 1.287146 3.398488 0.06 -0.13 -0.69 -0.18
C -3.818603 1.073953 4.806454 0.93 0.44 0.36 -0.04
C -3.723484 0.187569 2.512653 0.19 -0.41 0.05 -0.07
H -4.648763 2.437722 1.820051 -0.11 0.13 -0.06 0.12
H -4.081255 1.974478 5.357704 -0.67 -0.19 -0.01 0.10
H -2.749356 0.989959 5.058132 -0.02 -0.30 -0.40 0.08
H -4.306861 0.156616 5.131431 -0.26 0.19 0.22 0.09
H -2.665833 0.128693 2.213349 -0.08 0.18 0.26 0.05
H -3.949519 -0.751110 3.029728 -0.06 0.07 -0.10 0.09
H -4.290666 0.186266 1.579511 -0.18 0.29 0.12 0.07
C 3.135006 -0.116539 2.043783 0.40 -0.12 0.97 -0.34
O 3.161287 1.048652 2.377740 -0.12 0.31 -0.36 0.01
N 2.786657 -1.130973 2.879631 0.45 0.31 -1.56 -0.16
C 2.209970 -0.819078 4.147987 -0.72 -0.04 1.31 -0.06
C 2.525222 -2.434477 2.311699 -0.07 -1.01 0.14 -0.07
H 3.491668 -0.472491 1.067749 -0.12 -0.03 -0.17 0.11
H 2.446107 -1.528741 4.945807 -0.05 -0.53 -0.51 0.11
H 1.124330 -0.729210 4.053726 -0.04 -0.23 0.10 0.07
H 2.529928 0.106178 4.609808 0.44 0.35 -0.77 0.07
H 1.449985 -2.649921 2.292944 0.08 -0.16 0.61 0.08
H 2.792838 -2.649466 1.272220 0.44 1.13 -0.04 0.07
H 3.119742 -3.180555 2.845409 -0.54 -0.18 0.31 0.10
C -2.972171 0.722137 -4.791970 0.04 0.27 -0.02 -0.29
O -3.166791 -0.186750 -3.967590 -0.42 -0.17 0.45 -0.15
N -1.772176 1.146569 -5.124846 -0.21 0.18 0.01 -0.15
C -1.581863 2.229082 -6.077947 1.08 -0.02 -0.02 -0.02
C -0.579695 0.761226 -4.380428 -0.06 0.08 0.09 -0.02
H -3.788088 1.235323 -5.309500 -0.13 -0.10 -0.03 0.15
H -2.502867 2.596819 -6.512549 -0.17 -0.10 0.07 0.10
H -0.891675 1.895733 -6.857909 -0.32 -0.10 -0.15 0.10
H -1.026768 3.033025 -5.583421 -0.36 0.11 0.06 0.09
H 0.208454 0.444184 -5.057970 0.07 0.13 -0.04 0.10
H -0.259455 1.641402 -3.823302 0.33 -0.10 -0.02 0.08
H -0.793425 -0.040900 -3.683217 -0.21 -0.06 -0.06 0.07
C 2.736168 -6.869501 0.346941 0.63 0.21 -0.33 -0.32
O 3.525909 -5.997802 0.017009 -0.23 0.05 0.25 -0.01
N 1.501322 -6.659277 0.840050 -0.82 -0.96 -0.38 -0.19
C 1.051554 -5.355055 1.172567 0.46 1.07 1.13 -0.07
C 0.522752 -7.749454 0.948895 0.46 0.94 0.13 -0.02
H 3.023723 -7.927109 0.269957 -0.26 -0.11 -0.06 0.14
H 0.767613 -5.285053 2.230990 -0.24 -0.35 -0.05 0.10
H 0.210940 -4.963811 0.598988 0.07 -0.16 -0.38 0.09
H 1.918697 -4.699349 1.126436 -0.14 0.15 -0.48 0.06
H -0.386727 -7.487793 0.403554 0.08 0.01 -0.15 0.08
H 0.963203 -8.630535 0.496767 -0.14 -0.32 0.33 0.09
H 0.243458 -7.840400 1.999324 0.06 -0.53 -0.04 0.09
C -2.708570 3.955257 -0.295623 0.62 -1.17 -1.26 -0.39
O -2.524686 4.477713 0.758287 -0.14 0.65 1.50 0.05
N -2.274556 4.415328 -1.490191 -0.26 0.51 -0.10 -0.19
C -1.767139 5.767557 -1.610136 0.93 -0.12 0.24 -0.03
C -2.481818 3.668000 -2.699621 -0.20 0.59 -0.44 -0.07
H -3.106859 2.932493 -0.430540 -0.43 0.01 0.30 0.11
H -0.815260 5.757078 -2.155877 -0.38 0.02 -0.46 0.09
H -1.448759 6.141123 -0.637449 -0.57 -0.06 0.16 0.09
H -2.506972 6.426842 -2.060620 0.13 0.12 -0.09 0.10
H -3.185292 4.163747 -3.384271 -0.04 0.06 0.19 0.10
H -1.533693 3.631284 -3.241557 0.02 -0.48 0.01 0.08
H -2.902964 2.688686 -2.473061 0.31 -0.15 -0.01 0.07
C -1.186764 3.371640 4.962007 0.29 -0.62 -0.18 -0.34
O -1.337331 3.898045 6.035389 -0.03 0.23 0.01 0.05
N -0.343501 2.328039 4.711970 0.33 -0.09 -0.86 -0.19
C -0.263670 1.734638 3.381479 -0.92 0.80 0.66 -0.07
C 0.636886 1.804346 5.625912 -0.35 0.11 0.63 -0.05
H -1.715619 3.608676 4.020312 -0.33 0.41 0.30 0.13
H 0.679210 2.018064 2.919974 0.25 -0.71 -0.10 0.07
H -1.069949 2.129256 2.759165 0.01 0.18 0.11 0.06
H -0.473200 0.669143 3.495851 0.53 -0.18 -0.37 0.08
H 0.543544 2.292817 6.593036 -0.12 0.01 0.00 0.10
H 0.447471 0.734425 5.740417 0.16 -0.05 0.21 0.08
H 1.657738 1.950506 5.270559 -0.01 0.09 -0.18 0.09
C 3.369294 1.521795 -3.148543 0.04 -0.01 0.62 -0.33
O 2.248758 1.669399 -3.613472 0.23 -0.06 -0.33 -0.02
N 3.616840 1.446752 -1.821670 -0.53 0.64 -0.80 -0.17
C 4.929064 1.130961 -1.291007 0.12 -1.26 -0.38 -0.03
C 2.511836 1.597133 -0.911237 -0.10 0.47 1.04 -0.06
H 4.292992 1.439000 -3.744338 -0.16 0.01 -0.20 0.14
H 4.968238 1.293366 -0.218699 0.02 0.46 -0.02 0.09
H 5.736920 1.623162 -1.827327 -0.11 0.43 0.17 0.09
H 5.120479 0.056162 -1.437851 0.01 0.09 0.16 0.08
H 2.200272 0.617314 -0.539006 0.01 0.10 0.33 0.06
H 2.817221 2.282411 -0.112842 0.17 -0.61 0.36 0.09
H 1.613624 2.101255 -1.262101 0.30 -0.21 -1.01 0.08
C -2.812268 -3.526202 -2.482354 -0.02 -0.10 0.25 -0.25
O -3.698968 -2.675171 -2.750856 -0.35 -0.29 0.24 -0.16
N -3.059492 -4.823238 -2.417464 0.14 0.70 0.15 -0.15
C -4.413153 -5.347579 -2.516063 -0.40 -0.30 0.47 -0.01
C -2.000781 -5.775980 -2.071616 -0.52 -0.32 -0.43 -0.02
H -1.767910 -3.263708 -2.277980 -0.14 0.21 -0.07 0.15
H -5.142165 -4.668911 -2.073438 0.20 0.24 -0.19 0.10
H -4.449765 -6.249889 -1.905206 0.02 -0.08 -0.18 0.09
H -4.733132 -5.597240 -3.526447 0.25 0.11 -0.09 0.11
H -1.056604 -5.302668 -1.831267 -0.01 0.27 -0.09 0.06
H -2.373679 -6.368091 -1.237189 0.19 -0.05 0.09 0.09
H -1.852216 -6.432033 -2.929442 0.16 -0.10 0.10 0.11
C 3.251515 4.461291 2.103456 0.59 1.01 0.13 -0.32
O 4.227209 5.075352 2.504041 -0.26 -0.53 -0.25 0.02
N 2.300585 5.043930 1.314815 -0.54 -0.45 -0.35 -0.19
C 0.981362 4.495750 1.203150 -1.43 -0.65 -0.96 -0.09
C 2.418679 6.414307 0.865888 0.41 0.08 0.47 -0.04
H 3.103203 3.393966 2.320774 -0.29 0.05 0.01 0.11
H 0.893588 3.483542 1.592673 0.31 0.13 0.38 0.05
H 0.588356 4.375052 0.171267 0.80 0.16 -0.13 0.08
H 0.156994 5.102178 1.607488 0.54 0.10 0.65 0.09
H 1.992492 6.529921 -0.128849 -0.19 -0.08 0.01 0.08
H 1.912620 7.063095 1.584919 -0.02 0.24 -0.20 0.10
H 3.467634 6.693065 0.819322 0.03 -0.01 0.12 0.09

***

98
Properties=species:S:1:pos:R:3:forces:R:3:lowdin_charge:R:1 method="wB97M-V/def2-TZVPD" homo_lumo_gap_ha=0.2257 energy_ev=-98041.5338 homo_ev=-4.1 e_lumo_ev=2.0 total_charge=-1 relative_energy_kcal_mol=27.6
Ba -0.882026 1.096771 -2.049294 -1.86 1.04 -1.30 1.41
C -5.608564 -0.172031 -2.443233 -0.03 0.14 0.04 0.00
C -4.484214 0.074375 -1.481924 0.06 -0.19 -0.10 -0.54
O -3.327453 -0.225401 -1.787364 0.27 0.18 0.08 -0.19
N -4.778322 0.596394 -0.281603 -0.11 0.10 -0.02 0.10
C -3.761022 0.906711 0.718720 0.01 -0.01 -0.02 -0.11
C -3.220105 -0.358018 1.336914 -0.08 -0.12 -0.01 -0.26
C -4.026746 -1.106072 2.191196 0.01 -0.03 0.00 -0.03
C -3.558617 -2.302669 2.700296 -0.01 0.04 -0.02 -0.07
C -2.282894 -2.711486 2.349289 0.01 0.01 0.00 -0.06
C -1.543992 -1.894137 1.511009 0.10 -0.07 0.09 -0.13
N -1.989441 -0.749047 1.002083 -0.06 0.15 -0.06 0.15
H -5.552178 0.605422 -3.210369 0.01 -0.02 -0.02 0.05
H -6.587997 -0.148443 -1.966383 -0.01 0.02 0.00 0.08
H -5.441421 -1.142005 -2.911114 -0.01 0.00 -0.01 0.06
H -5.717851 0.917967 -0.131539 0.01 -0.01 0.00 0.14
H -4.246539 1.524400 1.473961 0.05 -0.01 0.04 0.13
H -2.957008 1.509123 0.294164 -0.07 0.02 -0.04 0.08
H -5.016198 -0.742199 2.438204 -0.01 -0.01 0.01 0.11
H -4.174772 -2.903785 3.357356 0.00 0.00 0.01 0.10
H -1.858619 -3.637812 2.711587 0.00 -0.01 0.00 0.10
H -0.535874 -2.180242 1.234233 0.02 0.01 0.02 0.09
N 0.877014 3.812602 -1.330802 -0.14 -0.12 -0.39 -0.03
C 0.291774 4.995550 -0.678272 0.02 0.01 0.07 -0.27
C -1.206454 5.164923 -0.944535 -0.05 -0.14 0.03 -0.11
C -2.023295 4.084536 -0.234174 0.15 0.23 0.11 -0.70
O -2.811622 4.373204 0.671118 0.06 0.04 0.00 -0.01
O -1.740325 2.905322 -0.618761 -0.13 -0.48 0.06 -0.41
H 1.888121 3.868627 -1.283185 0.00 -0.07 0.03 0.06
H 0.653532 3.838344 -2.324773 0.10 0.12 -0.03 0.05
H 0.802680 5.913040 -0.998384 -0.03 0.00 0.03 0.10
H 0.455223 4.899711 0.400734 0.04 -0.01 -0.01 0.10
H -1.392313 5.091351 -2.020991 -0.05 0.01 0.01 0.10
H -1.533918 6.144322 -0.596656 0.05 0.02 -0.01 0.11
C 2.034789 -0.033380 0.720883 0.05 -0.05 0.17 -0.40
C 1.109725 -0.088923 -0.478363 0.32 -0.52 -0.35 -0.56
P 1.205203 -1.498274 -1.810096 0.09 0.76 0.99 1.06
C 0.985857 -2.945716 -0.715648 -0.08 -0.17 -0.23 -0.41
C -0.160876 -3.708304 -0.937046 0.00 0.01 0.00 -0.11
C -0.451013 -4.796801 -0.124549 0.00 -0.02 0.02 -0.08
C 0.402498 -5.131051 0.914879 -0.04 -0.01 -0.01 -0.10
C 1.557244 -4.387278 1.132634 0.03 0.02 0.03 -0.08
C 1.853451 -3.307940 0.315839 0.00 -0.01 0.00 -0.11
C 3.004730 -1.477398 -2.095877 0.12 -0.13 -0.07 -0.38
C 3.694076 -0.273838 -2.239174 -0.03 -0.03 -0.07 -0.10
C 5.055668 -0.269674 -2.500442 0.00 0.03 0.01 -0.07
C 5.746961 -1.464336 -2.630565 0.02 -0.02 -0.01 -0.09
C 5.063299 -2.667253 -2.526837 0.03 -0.01 0.00 -0.09
C 3.701445 -2.673679 -2.268509 -0.01 0.04 0.02 -0.10
P 1.759961 1.609906 1.554299 0.40 -0.19 -0.01 1.10
C 0.285994 1.262331 2.576646 -0.10 0.27 0.04 -0.38
C -0.748827 2.193302 2.511259 0.00 -0.05 -0.09 -0.09
C -1.870187 2.060766 3.318365 -0.06 -0.03 0.04 -0.07
C -1.961475 0.991976 4.196701 -0.02 0.03 -0.04 -0.09
C -0.933449 0.057547 4.269238 0.02 -0.04 -0.01 -0.09
C 0.185951 0.194077 3.465663 0.02 0.01 0.04 -0.10
C 3.035629 1.542243 2.877828 -0.05 -0.07 0.09 -0.38
C 4.079258 0.623311 2.944109 -0.02 0.00 -0.04 -0.10
C 5.002214 0.668156 3.982061 0.03 0.01 0.03 -0.10
C 4.897136 1.631540 4.971943 0.02 -0.02 -0.01 -0.10
C 3.862458 2.556751 4.915789 -0.02 0.02 -0.01 -0.09
C 2.947059 2.512699 3.878428 0.02 0.02 0.03 -0.11
H 3.079010 -0.080850 0.402108 -0.03 -0.01 -0.03 0.07
H 1.843144 -0.855940 1.413077 0.05 0.00 0.01 0.06
H 1.306871 0.838025 -1.041796 0.13 -0.21 0.22 -0.03
H 0.069386 -0.077614 -0.104445 0.38 -0.16 0.11 -0.02
H -0.847239 -3.443919 -1.735906 0.01 0.01 -0.02 0.07
H -1.347792 -5.374009 -0.309169 -0.01 0.00 0.01 0.11
H 0.176172 -5.974936 1.555064 0.00 -0.01 0.00 0.10
H 2.230250 -4.653941 1.938260 0.00 0.00 0.00 0.10
H 2.767297 -2.748624 0.470776 0.01 -0.01 0.00 0.10
H 3.168139 0.671125 -2.183596 0.00 0.02 0.01 0.09
H 5.572285 0.674736 -2.612286 0.00 0.00 0.00 0.11
H 6.811836 -1.458208 -2.825185 0.00 0.00 -0.02 0.10
H 5.589771 -3.605704 -2.648127 0.01 0.00 -0.01 0.10
H 3.177277 -3.619199 -2.197156 0.00 0.00 0.03 0.10
H -0.698199 3.016584 1.808969 0.01 -0.03 0.02 0.08
H -2.665729 2.790492 3.234402 0.00 0.01 -0.01 0.11
H -2.837557 0.877141 4.823307 0.00 0.00 0.01 0.10
H -1.007973 -0.778463 4.954230 0.00 0.00 -0.01 0.10
H 0.992740 -0.527901 3.542314 0.00 0.00 0.00 0.11
H 4.187240 -0.143100 2.187760 -0.02 -0.01 0.00 0.09
H 5.803054 -0.060216 4.015327 0.01 0.00 0.00 0.10
H 5.615464 1.664536 5.781154 0.00 0.00 0.00 0.10
H 3.769018 3.315015 5.683027 0.00 0.00 0.00 0.10
H 2.139611 3.236443 3.846875 0.00 0.00 0.00 0.10
F 1.811692 0.345138 -5.227625 -0.18 0.06 -0.21 0.00
B 1.189577 1.297906 -4.462553 0.35 -0.40 0.68 -0.68
F 2.127863 2.285446 -4.231818 -0.04 0.19 -0.11 -0.02
I -3.285817 2.696865 -4.190542 0.12 -0.14 0.12 -0.30
N -1.838679 -2.675771 -5.658144 -0.01 0.04 -0.04 0.07
C -2.615603 -2.215345 -4.645508 0.26 0.15 -0.24 -0.99
N -2.786103 -0.888061 -4.602881 0.29 -0.15 0.27 0.09
S -3.330115 -3.289298 -3.577231 -0.13 -0.17 0.19 0.53
H -1.219341 -2.052344 -6.150208 0.02 0.00 0.02 0.10
H -1.623277 -3.655684 -5.645584 0.01 0.02 0.01 0.07
H -2.218194 -0.277694 -5.174906 -0.17 0.13 -0.03 0.07
H -3.159406 -0.482778 -3.748971 -0.16 -0.06 -0.14 -0.01

***

14
Properties=species:S:1:pos:R:3:forces:R:3:lowdin_charge:R:1 method="wB97M-V/def2-TZVPD" homo_lumo_gap_ha=0.3315 energy_ev=-7358.3025 homo_ev=-8.1 e_lumo_ev=0.9 relative_energy_kcal_mol=91.2
O -0.816586 1.604182 -0.526956 0.13 0.45 0.15 -0.02
C -0.739766 0.596496 0.455185 -0.49 0.06 0.45 -0.40
C -1.224788 -0.684806 -0.176658 0.01 0.43 -0.14 -0.16
C 0.219039 -1.101545 -0.599856 2.01 1.13 2.38 -0.02
C 1.533040 0.098787 -0.425992 -1.06 -1.32 -1.10 -0.05
C 0.651368 0.040623 0.680901 -0.60 -1.02 -0.09 -0.20
H -0.213268 2.313887 -0.280761 -0.08 0.09 -0.02 0.10
H -1.243542 0.872875 1.380170 -0.12 0.24 0.05 0.14
H -2.055854 -0.536291 -0.876952 0.42 -0.21 -0.36 0.10
H -1.585400 -1.353573 0.629779 0.30 0.19 -0.46 0.12
H 0.425709 -2.147333 -0.381426 0.68 0.31 -0.15 0.07
H 1.458639 0.837967 -1.206449 -0.12 0.29 0.08 0.08
H 2.585619 -0.165815 -0.182703 -1.02 -0.68 -0.64 0.11
H 0.989484 -0.263016 1.667151 -0.07 0.04 -0.15 0.13

***

15
Properties=species:S:1:pos:R:3:forces:R:3:lowdin_charge:R:1 method="wB97M-V/def2-TZVPD" homo_lumo_gap_ha="0.4048 / 0.2487" energy_ev=-17620.6820 homo_ev="-14.5 / -14.5" multiplicity=2 s2=0.755 e_lumo_ev="-3.5 / -7.7" total_charge=+1 relative_energy_kcal_mol=8.6
C 0.245012 0.384071 1.383452 -0.65 0.10 0.98 -0.20
O -0.846082 0.668457 2.244484 -0.31 -0.23 -0.36 -0.04
C -0.204516 0.012307 -0.040487 0.59 0.54 1.13 -0.45
C 0.703688 0.628325 -1.057368 -0.48 -0.12 -1.11 -0.39
S 0.182214 -0.249544 -2.582298 0.07 0.08 -0.04 1.08
N -0.201282 -1.404699 -0.409767 0.14 -0.19 0.73 0.07
H 0.890514 -0.337118 1.883049 0.23 -0.48 -0.40 0.13
H 0.790683 1.318093 1.398940 0.29 0.24 -0.41 0.13
H -1.482968 -0.057136 2.225666 0.10 0.06 0.24 0.10
H -1.202249 0.446032 -0.125092 -0.10 -0.26 -0.29 0.16
H 0.562489 1.697383 -1.148603 0.27 0.18 -0.15 0.11
H 1.743268 0.340329 -0.984031 0.33 0.16 0.39 0.10
H -1.022593 0.345367 -2.697259 -0.07 -0.17 0.07 -0.04
H 0.711899 -1.816282 -0.194552 -0.11 0.06 -0.39 0.13
H -0.870076 -1.975585 0.103865 -0.32 0.03 -0.39 0.13